(1)
Computed, not measured: the molecule C16H26ClNO2, with ωB97M-V/def2-TZVPD.

Atoms and positions in Å:
Cl: 4.05472 0.05928 3.72078
O: -3.33298 -0.31872 0.10284
O: -0.35895 -2.40271 0.75944
N: -0.99126 0.89633 -1.90624
C: 1.42074 -2.53546 2.25550
C: -2.44130 1.00399 -1.80501
C: -1.28675 -1.67605 -0.02096
C: 0.92352 -0.39151 1.29723
C: 3.31511 -2.85429 3.86818
C: -3.00587 0.96915 -0.37373
C: 2.73802 -0.63924 2.83080
C: 2.47664 -2.00051 2.96999
C: 0.63457 -1.74541 1.41670
C: -2.35073 -0.98976 0.85133
C: 1.97778 0.17532 2.00146
C: -0.69161 -1.00952 -3.47293
C: -0.57789 0.49558 -3.24898
C: -0.27511 2.07494 -1.43819
C: -0.42874 3.35417 -2.26908
C: 2.28662 1.63479 1.87238
H: -0.79664 -0.93518 -0.66148
H: 0.78528 1.80448 -1.39840
H: -2.88731 -1.74992 1.42674
H: -1.46376 3.68624 -2.29028
H: 1.18539 -3.58496 2.33385
H: 1.59869 2.11796 1.18416
H: -1.16388 1.02199 -4.01931
H: -2.87900 0.15589 -2.33341
H: -0.03255 -1.54581 -2.79613
H: -2.80607 1.92171 -2.29398
H: 2.21595 2.12248 2.84399
H: -0.09044 3.19976 -3.29042
H: -0.40329 -1.24334 -4.49499
H: -1.86214 -0.30214 1.55737
H: 0.34331 0.24226 0.64747
H: 0.46969 0.77880 -3.37390
H: -0.60324 2.28675 -0.41739
H: 0.17158 4.14350 -1.82412
H: -2.33337 1.47080 0.33178
H: -1.77271 -2.42461 -0.65200
H: 2.96383 -3.88196 3.85883
H: 3.30436 1.77428 1.51000
H: -1.70769 -1.36066 -3.31555
H: 4.35547 -2.83269 3.54583
H: 3.27975 -2.47685 4.88941
H: -3.95777 1.51084 -0.37958

Results
SMILES = CCN(CC)CCOCCOc1cc(C)c(Cl)c(C)c1
E = -35120.8885 eV
Kohn-Sham gap = 8.878 eV
LUMO = 0.762 eV


(2)
Computed, not measured: the molecule C11H15NO3 in a non-equilibrium geometry, with ωB97M-V/def2-TZVPD.

Atoms and positions in Å:
O: 2.51197 0.66700 -1.20561
O: 2.29505 -1.80177 0.45211
O: 0.45562 2.37169 -0.22896
N: 1.36031 0.30339 -0.43940
C: -1.99910 0.09733 -1.60787
C: 1.76255 -2.18068 -0.77263
C: 0.42234 1.19778 -0.01602
C: -2.05784 0.81433 -0.22875
C: -1.32242 -1.85996 -0.25701
C: 3.50949 1.44148 -0.49639
C: -0.96533 1.00635 2.10329
C: -0.37863 -1.01009 0.53908
C: -0.75592 0.45225 0.64770
C: 1.23975 -1.03894 -0.05233
C: -1.96557 -1.31711 -1.29258
H: -0.08248 0.74756 2.69020
H: -2.93396 0.50331 0.39043
H: -1.20766 2.02319 2.06821
H: -1.97358 1.95654 -0.24646
H: 1.27427 -3.19382 -0.78946
H: -1.79350 0.38104 2.47222
H: 2.92589 2.30521 -0.01211
H: -1.17586 -2.98909 0.06594
H: -0.25978 -1.35048 1.53737
H: -2.95481 0.43322 -2.13997
H: 2.50437 -1.97312 -1.68303
H: -1.20990 0.44770 -2.34174
H: -2.73354 -1.89780 -1.76073
H: 3.95887 1.74961 -1.43450
H: 4.17346 0.99232 0.11675

Results
SMILES = CON1C(=O)[C@@]2(C)CCC=C[C@H]2[C@@]12CO2
E = -19278.1157 eV
Kohn-Sham gap = 10.145 eV
LUMO = 0.828 eV


(3)
Computed, not measured: a cluster of 12 separate species, C26H76O22 in total in a non-equilibrium geometry, with ωB97M-V/def2-TZVPD.

Atoms and positions in Å:
O: 5.96409 3.05401 -1.56654
O: -2.88513 0.04603 1.05403
O: 2.05290 3.29075 -4.54181
O: 1.87233 2.37666 4.18634
O: 3.90754 3.42870 0.38503
O: 1.06746 -3.50961 5.69104
O: -5.10463 0.39509 -3.64028
O: -3.42402 0.73297 3.86008
O: 3.01323 -1.27708 -2.77857
O: -4.41168 4.42755 0.59591
O: 0.87904 3.96518 -0.14783
O: 3.69856 1.21517 -1.54642
O: 2.27361 -2.72296 -5.31191
O: -3.26684 -6.49141 -1.13487
O: -1.47912 -4.40693 -0.04248
O: -1.04870 0.70745 5.60795
O: 2.94037 -3.94472 -1.57274
O: -0.39936 1.48028 0.65718
O: -0.66318 -1.47834 0.15426
O: 3.27390 -2.19245 4.44642
O: 3.60364 -6.60732 -0.66854
O: -0.59411 1.57662 -4.29225
C: -2.77489 -4.18710 -0.57941
C: -4.49263 -0.86896 -3.42444
C: -0.10184 2.72756 -3.60153
C: 4.54128 -5.55311 -0.67393
C: 1.92118 -1.38493 -4.95200
C: -3.12401 -0.66406 -2.74739
C: -3.52998 3.78599 1.48573
C: -4.01681 -0.38049 3.18059
C: -3.10752 -0.93985 2.12020
C: 1.71457 -1.29634 -3.44984
C: 0.99081 -2.18222 5.20281
C: 0.53785 0.60894 -0.00092
C: -3.97833 3.97459 2.93238
C: 5.35090 2.65445 -2.81464
C: 0.44793 -0.75156 0.67640
C: -3.67719 -5.38856 -0.36010
C: -2.18040 4.43025 1.29758
C: 0.64203 1.70287 4.13202
C: 3.12819 4.58841 0.61924
C: 0.07536 1.57889 5.52761
C: 1.68702 4.27743 0.98354
C: 4.59256 1.34986 -2.64713
C: 3.83071 -4.21506 -0.49604
C: -5.40559 -1.84840 -2.72665
C: 1.39408 2.78257 -3.35864
C: 1.94573 -1.91104 4.07436
H: 1.87407 -0.88878 3.69028
H: -4.28439 -1.32461 -4.40645
H: -5.61274 -1.57538 -1.69012
H: 1.36802 -1.32389 0.56739
H: -1.43111 1.83580 -4.68461
H: 3.39785 2.94060 -0.28771
H: 3.51057 5.20723 1.43063
H: -3.32547 3.46302 3.64523
H: -4.10265 -1.24062 3.85803
H: 4.15434 1.16206 -3.63905
H: -2.78481 -1.55390 -2.21406
H: 1.24998 -2.23020 -3.12490
H: -3.45703 2.71715 1.22823
H: 0.14472 0.47808 -1.01247
H: -0.04947 2.56414 5.99361
H: -1.41193 -0.86794 0.17408
H: 1.62145 -2.44843 3.16495
H: 1.54312 3.53751 -2.58572
H: -2.42848 -0.21463 -3.45395
H: 1.19816 5.05000 1.60095
H: 0.76065 -4.13184 5.02699
H: -4.07949 0.92666 4.53981
H: -1.68150 4.15362 0.36670
H: -4.66637 -5.05131 -0.67149
H: 0.63758 0.71436 3.64863
H: -0.38944 3.65687 -4.09890
H: -6.30615 -1.83799 -3.34356
H: 2.26184 -4.62023 -1.44913
H: -0.98307 -3.62940 -0.32778
H: 3.23323 -4.27726 0.41910
H: 2.38469 -2.77141 -6.26335
H: -2.31690 -6.61153 -1.03656
H: 1.04207 -1.40408 5.97002
H: -5.00223 -0.07562 2.82473
H: -3.69439 -5.66907 0.69724
H: -3.89919 5.03431 3.18936
H: 0.30421 -0.66643 1.76092
H: -3.23834 -3.29657 -0.12788
H: 3.06838 5.23197 -0.26820
H: -2.20407 5.51877 1.20350
H: 1.54218 1.02036 -0.03440
H: -5.33421 4.19832 0.73312
H: 3.19336 -2.21346 -2.59275
H: -1.69525 1.06804 4.98491
H: 2.61795 -0.64492 -5.34050
H: -2.09361 -1.08323 2.49996
H: -3.48607 -1.82644 1.62044
H: -0.07115 2.20528 3.45159
H: -2.73723 -3.92849 -1.64398
H: 0.32851 3.22898 0.14356
H: -4.41414 0.98932 -3.94582
H: -3.28596 0.03328 -1.91464
H: -4.98423 3.66614 3.23106
H: 1.22099 -0.37532 -3.16599
H: -1.26036 1.03465 0.62018
H: 5.13301 -5.47883 -1.59792
H: 1.90131 1.85926 -3.10704
H: 0.89849 -1.26311 -5.33986
H: 6.10754 2.42384 -3.56275
H: -1.49362 4.20815 2.11780
H: 5.18125 3.19915 -0.99899
H: 1.60001 3.48602 1.74691
H: -0.07858 -2.03676 4.96275
H: 5.32745 0.54040 -2.58492
H: 4.74891 3.51897 -3.10539
H: 5.27968 -5.80192 0.10124
H: -3.17649 0.90274 1.39145
H: 0.80641 1.11443 6.19719
H: 2.11950 4.24240 -4.43898
H: 3.33134 -3.14756 4.55966
H: 3.94330 -7.45162 -0.96587
H: -0.61722 2.70824 -2.62978
H: 3.17685 0.44051 -1.83597
H: 4.64353 -3.49503 -0.41947
H: -4.93030 -2.82738 -2.75385
H: 2.47025 2.04871 3.50872

Results
SMILES = CC(C)O.CC(C)O.OCCO.OCCO.OCCO.OCCO.OCCO.OCCO.OCCO.OCCO.OCCO.OCCO
E = -73233.2605 eV
Kohn-Sham gap = 9.483 eV
LUMO = 0.006 eV


(4)
Computed, not measured: a structure of composition C2H4O2P in a non-equilibrium geometry, with ωB97M-V/def2-TZVPD.

Atoms and positions in Å:
P: -1.02731 -1.20697 -0.23620
O: -0.06598 -0.41843 -1.52683
O: -0.33793 -2.51232 0.03869
C: 0.21875 0.85878 -0.38140
C: -0.08216 0.17995 0.89382
H: 1.24599 1.27434 -0.69050
H: 0.78406 -0.47510 0.98954
H: -0.28793 0.78344 1.71399
H: -0.44748 1.51631 -0.80110

Results
E = -15522.3981 eV
charge = -1
Kohn-Sham gap = 6.899 eV
LUMO = 4.459 eV


(5)
Computed, not measured: a cluster of 10 separate species, C70H158N10O10 in total in a non-equilibrium geometry, with ωB97M-V/def2-TZVPD.

Atoms and positions in Å:
O: 0.81623 -2.36005 -1.15490
O: -0.23277 -6.11233 -6.35819
O: 4.54190 5.01922 2.36391
O: -1.16718 5.71047 3.56349
O: -5.27897 1.24779 2.02944
O: 0.69970 -7.23281 1.34891
O: -0.49302 3.80411 -6.44084
O: -6.23926 1.84815 -2.26460
O: 5.70564 -1.63248 3.20448
O: -4.04219 -4.53343 0.33535
N: -5.52420 0.87307 -3.07662
N: -1.09838 7.14786 0.19516
N: -0.96073 4.64357 -5.37747
N: 5.05359 -2.65769 3.93708
N: 1.09410 -4.08053 -3.52532
N: -4.34397 0.66369 2.88843
N: 2.35597 -4.69851 -0.79115
N: 5.50559 4.63161 1.35583
N: -2.47634 -7.54902 1.74022
N: 0.88525 -1.42653 -0.04356
C: 1.51688 -0.22826 -0.58444
C: -4.41999 2.92637 -3.85036
C: 5.97742 -3.82440 4.12178
C: 4.94956 3.39106 0.63875
C: -5.38309 -0.57592 -0.97162
C: -4.15411 1.52612 -3.27703
C: -3.60354 1.72871 3.64790
C: 6.92326 4.63029 1.91847
C: 2.98267 -0.60988 -0.86063
C: -0.55553 -5.79928 -7.65790
C: 0.07422 1.02445 1.10894
C: -5.34622 -1.51684 2.43304
C: -0.75435 6.93910 -3.68964
C: 5.22696 -4.76000 5.05529
C: -1.97695 6.72242 -4.66279
C: -0.47021 4.88436 0.81628
C: 3.00363 -3.75328 4.39326
C: 7.29245 -3.36680 4.84326
C: 4.64595 2.13959 1.48382
C: 6.34864 -4.49713 2.81744
C: -4.94728 -0.50655 3.53147
C: 1.38719 -5.94143 1.09656
C: -1.47866 5.89106 -5.86410
C: 1.51949 -5.82221 -0.38805
C: 1.48782 5.02529 -4.80787
C: -1.61693 -1.04702 -0.35611
C: -1.08647 -5.03905 -3.78755
C: -2.82200 2.57487 2.72321
C: 0.40577 -5.05637 -5.76550
C: 3.02241 -1.44669 3.47555
C: 0.81156 0.43608 -1.79087
C: -3.98619 -3.77364 -0.80533
C: 7.03131 3.64647 3.14553
C: 3.53896 -3.19347 1.93322
C: -0.30775 5.54618 -3.17920
C: -2.70059 0.92604 4.60669
C: -3.30180 0.53851 -4.07863
C: -3.49223 1.75171 -1.85685
C: 7.89668 4.24101 0.79612
C: 7.46040 2.82603 0.29496
C: 0.59650 -7.33082 2.74296
C: -5.74189 -0.48822 -2.53003
C: 3.71882 3.86414 -0.14302
C: -0.56868 -2.72169 1.24921
C: -0.31083 -0.34824 1.69202
C: 1.48897 0.82027 0.55822
C: -3.96152 -1.15877 4.42804
C: 0.17711 3.17307 -3.66708
C: -0.72687 6.63065 2.59498
C: -1.27066 6.11230 1.22151
C: 3.78952 -5.11963 4.53414
C: -4.92337 -1.33453 -3.51621
C: -0.46049 6.78153 -6.64095
C: -7.23807 -0.86594 -2.77240
C: -6.28363 -0.12545 4.27424
C: 0.35788 -5.08587 -4.24018
C: -4.58447 2.64419 4.44516
C: -3.04894 -5.35262 2.68577
C: 0.10556 4.59396 -4.32768
C: 3.67476 -2.81122 3.42312
C: 6.06841 2.96524 -0.33668
C: -3.42133 -0.94178 -3.55681
C: -3.39789 -6.44970 1.66961
C: -2.60068 5.58008 -6.76923
C: 7.25546 6.05378 2.37573
C: -3.46947 -0.15550 5.44599
C: -0.43967 -1.36709 0.57131
C: 2.18724 -7.02166 -1.03802
C: -0.82069 6.05206 4.94215
C: -3.46089 -5.85221 0.29049
H: -0.71900 -3.42511 0.40976
H: -4.98180 -2.41595 -3.22826
H: 0.34072 -5.75046 -8.27848
H: -1.54999 -4.11772 -4.12118
H: -0.51215 4.11515 1.61797
H: -1.10240 -6.66714 -8.10301
H: -1.70769 -5.76233 -4.29259
H: -0.03476 0.95227 -1.36371
H: 1.96780 -1.69567 3.41152
H: 0.13660 6.14985 -7.31525
H: -2.11626 -4.84136 2.42019
H: 6.94495 -2.89572 5.75589
H: -2.16721 3.26101 3.23349
H: 1.55050 -7.24110 3.24190
H: 1.91398 1.70572 0.13780
H: -1.22230 5.21096 -2.70036
H: 0.54869 5.65637 -2.50935
H: -2.21683 1.68735 5.22071
H: 7.79715 -4.30862 5.12618
H: -5.88150 -1.47196 -0.62114
H: -1.58008 6.72411 5.33754
H: -1.12272 6.74361 -0.72409
H: 2.24072 -4.69792 -1.77974
H: -4.34626 -2.78399 -0.51947
H: 1.99189 -3.82572 -3.90410
H: -5.98752 -2.31936 2.89313
H: 5.54653 1.67746 1.89064
H: 5.10414 -4.34639 6.08781
H: -2.91574 -1.09406 -2.57857
H: -4.89512 3.47230 -3.07285
H: -2.26402 0.89945 -4.03380
H: 0.60638 -3.15764 -3.47641
H: 5.83387 -5.66614 5.13345
H: 6.64714 6.30532 3.24179
H: -4.46040 2.39063 5.50649
H: -2.46112 7.63405 -5.00653
H: -4.89183 1.08531 1.17074
H: -3.34455 5.05214 -6.17978
H: -7.92981 -0.15818 -2.30144
H: 3.15783 -7.24705 -0.58917
H: 7.93787 3.80106 3.75693
H: -4.29633 -0.54070 -0.69910
H: 7.00567 2.59804 2.96746
H: -0.93879 4.48295 -0.05594
H: -1.13422 7.64844 2.84220
H: 5.80815 -1.96500 2.26320
H: 2.15959 0.55383 1.37433
H: 0.04134 7.49320 -4.10229
H: 1.44303 1.18547 -2.17896
H: 4.42951 -2.80767 1.34659
H: -1.14411 -4.87398 -7.80487
H: 1.51598 -3.01521 -1.06138
H: -0.74066 5.08843 5.48442
H: 1.96135 -3.92876 4.13661
H: 0.22959 1.76446 1.86703
H: -4.23515 2.15394 -1.18870
H: -0.05665 -4.09839 -6.12970
H: 0.53824 -5.67711 -0.80776
H: -2.46116 -1.52961 0.14088
H: -6.75691 -1.05695 4.58284
H: -2.87527 -5.74902 3.72087
H: 3.32290 -4.81503 -0.52389
H: -6.01788 -1.04701 1.68707
H: -0.72440 2.90239 -3.06606
H: -4.63523 -4.15424 -1.61907
H: -2.71964 2.51337 -2.05975
H: 1.48540 -5.03411 -6.05965
H: 6.91713 -3.75547 2.21112
H: -4.42536 -6.75214 2.00406
H: -2.79124 6.20245 -4.16154
H: -1.24862 -5.10292 -2.70924
H: -1.84175 7.83932 0.16414
H: -2.60357 -8.15237 0.96103
H: 3.42114 -0.79025 2.70525
H: -1.12590 7.60033 -2.86765
H: -3.83468 -4.62354 2.65082
H: -7.03218 2.05806 -2.77146
H: -3.07859 6.52112 -7.00056
H: -4.44251 -2.00022 4.92242
H: -5.59268 2.50192 4.02190
H: -2.20717 1.98932 2.01506
H: 7.38536 2.09222 1.13507
H: -2.88124 -1.54361 -4.25774
H: 2.36986 -5.93534 1.62824
H: 2.61613 -2.74530 1.48418
H: 3.47258 3.10538 -0.94377
H: 2.73749 3.98018 0.43388
H: 4.30128 1.36883 0.76121
H: -3.67831 0.42729 -5.09882
H: -3.49522 3.12054 2.05103
H: -2.33792 5.01503 -7.64389
H: -0.08793 -6.59408 3.17172
H: 0.36360 6.67129 2.65467
H: 7.00233 6.74093 1.55267
H: -4.41354 -1.87828 1.98471
H: -6.93534 0.41814 3.59414
H: 0.29361 -2.96807 1.84626
H: -7.39944 -1.02516 -3.84659
H: 3.94984 4.81754 -0.64942
H: -2.31729 5.81398 1.36979
H: -3.97796 -6.53469 -0.45687
H: 8.16717 2.41339 -0.42270
H: 3.26078 -5.78322 5.17617
H: -0.65873 1.35292 0.35267
H: -7.36459 -1.82042 -2.31291
H: 6.01296 3.72973 -1.11420
H: -2.75990 -0.55682 6.19051
H: 0.89339 -5.03176 1.44530
H: 3.28287 -1.04457 4.47983
H: 7.91063 -2.63205 4.35889
H: 3.71189 0.19997 -0.78695
H: 2.20416 4.49458 -4.19838
H: 0.66154 -0.40049 -2.47540
H: -2.96067 -3.74624 -1.18611
H: 5.53057 -4.85507 2.16319
H: -1.68050 0.01647 -0.48949
H: -1.94841 0.41473 4.01280
H: -1.40927 -1.57583 -1.26569
H: 2.23049 -6.82808 -2.12753
H: -5.01823 3.00496 -4.75304
H: 0.82219 -6.02798 -3.93233
H: -0.89129 2.93526 -6.29777
H: 0.41283 -0.73222 2.42397
H: -5.29306 -1.21977 -4.58117
H: 3.92764 -5.66921 3.60030
H: 8.91499 4.43040 1.23154
H: -1.57196 -7.14234 1.57894
H: 0.54401 5.13956 0.58332
H: -4.27631 3.68884 4.37332
H: -1.00811 7.53545 -7.15847
H: 6.15139 3.84060 3.78661
H: -2.44199 -5.75920 -0.13857
H: 1.54382 -7.89043 -0.85907
H: -3.16795 -1.58828 3.79570
H: -5.96528 0.25244 -0.48868
H: 0.11020 -8.32484 2.87698
H: -4.32629 0.26645 6.01741
H: 3.89765 2.34644 2.21864
H: 0.32591 2.32928 -4.29147
H: 5.74536 2.04592 -0.77943
H: 1.60249 4.81787 -5.86459
H: 1.03134 3.12424 -2.90068
H: 3.36401 -1.34666 -0.11844
H: 3.45748 -4.29335 1.73923
H: -6.02976 0.44007 5.17317
H: 0.31084 7.23580 -6.03643
H: -1.27787 -0.21299 2.18756
H: -3.11251 0.85111 -1.37432
H: 2.98888 -1.08490 -1.85322
H: 0.18262 6.49116 4.96430
H: -1.43297 -2.80794 1.96284
H: -3.37922 3.39152 -4.04727
H: 7.81013 4.90469 -0.04910
H: 4.15938 5.81240 1.94134
H: 1.70130 6.09144 -4.69010
H: 8.31792 6.23064 2.54865
H: 7.09373 -5.32426 2.97627
H: 2.95992 -3.34217 5.38408

Results
SMILES = CC1(C)CCCC(C)(C)N1O.CC1(C)CCCC(C)(C)N1O.CC1(C)CCCC(C)(C)N1O.CC1(C)CCCC(C)(C)N1O.CC1(C)CCCC(C)(C)N1O.CC1(C)CCCC(C)(C)N1O.COC[C@H](C)N.COC[C@H](C)N.COC[C@H](C)N.COC[C@H](C)N
E = -110517.8143 eV
Kohn-Sham gap = 8.475 eV
LUMO = 0.376 eV